(1)
# C4H10NS

A gas-phase ion, C4H10NS (charge -1) (the ωB97M-V functional and the def2-TZVPD basis, the OMol25 dataset).

```
16
C4H10NS | the OMol25 dataset | the ωB97M-V functional and the def2-TZVPD basis
C -1.355 2.188 0.052
N -0.090 1.781 0.640
C 0.469 0.509 0.140
C 0.657 0.494 -1.371
C -0.337 -0.689 0.666
S 0.294 -2.310 0.110
H -2.048 1.356 0.038
H -1.262 2.546 -0.980
H -1.823 2.972 0.660
H 0.567 2.540 0.508
H 1.453 0.438 0.614
H 1.120 1.423 -1.719
H 1.284 -0.346 -1.667
H -0.296 0.407 -1.908
H -1.380 -0.529 0.412
H -0.251 -0.686 1.749
```

The calculation puts the HOMO-LUMO gap at 6.004 eV. The calculation puts the molar mass at 104.20 g/mol. The calculation puts the strongest force on any atom at 0.7 eV/A. For the relative energy (zero: lowest compared OMol25 entry of this formula, charge and spin), the calculation gives 10.8 kJ/mol. For the LUMO energy, the calculation gives 3.8 eV. Its total charge is -1. The SMILES is CN[C@H](C)C[S-].

***

(2)
# C4H6Si2

2 unconnected molecules or ions with the total composition C4H6Si2 in a non-equilibrium geometry (the ωB97M-V functional and the def2-TZVPD basis, the OMol25 dataset).

```
12
C4H6Si2 | the OMol25 dataset | the ωB97M-V functional and the def2-TZVPD basis
C -2.421 0.715 -0.713
C -3.002 -0.432 -0.512
C 3.783 -0.024 0.534
C 3.538 -0.076 -0.631
Si -1.369 -0.383 0.507
Si 0.266 -1.276 -0.656
H -2.473 1.566 -1.415
H -3.867 -0.859 -0.754
H 4.041 0.287 1.487
H 3.296 -0.085 -1.667
H -2.010 -0.046 1.683
H 1.233 -2.199 0.381
```

The calculation puts the HOMO-LUMO gap at 7.236 eV. The calculation puts the molar mass at 110.26 g/mol. The calculation puts the strongest force on any atom at 4.6 eV/A. For the relative energy (zero: lowest compared OMol25 entry of this formula, charge and spin), the calculation gives 331.0 kJ/mol. For the LUMO energy, the calculation gives -1.2 eV.

***

(3)
# C2H3P

2 unconnected molecules or ions with the total composition C2H3P in a non-equilibrium geometry (the ωB97M-V functional and the def2-TZVPD basis, the OMol25 dataset).

```
6
C2H3P | the OMol25 dataset | the ωB97M-V functional and the def2-TZVPD basis
C -0.422 0.305 0.683
C 0.404 -0.361 -0.289
P 0.774 1.395 0.236
H -1.887 0.092 0.893
H 1.173 -0.995 -0.187
H -0.042 -0.437 -1.336
```

The calculation puts the HOMO-LUMO gap at 8.562 eV. The calculation puts the molar mass at 58.02 g/mol. The calculation puts the strongest force on any atom at 5.1 eV/A. For the relative energy (zero: lowest compared OMol25 entry of this formula, charge and spin), the calculation gives 182.4 kJ/mol. For the LUMO energy, the calculation gives -0.2 eV.

***

(4)
# C3H5O3

2 unconnected molecules or ions with the total composition C3H5O3 in a non-equilibrium geometry (the ωB97M-V functional and the def2-TZVPD basis, the OMol25 dataset).

```
11
C3H5O3 | the OMol25 dataset | the ωB97M-V functional and the def2-TZVPD basis
O 1.318 1.274 -1.502
C 0.558 0.452 -1.050
C -0.929 0.465 -1.120
H 0.990 -0.490 -0.684
H -1.326 0.228 -0.130
H -1.324 -0.323 -1.764
H -1.403 1.416 -1.376
O 0.351 0.441 1.604
C 0.549 -0.762 1.928
O 1.434 -1.512 1.478
H -0.217 -1.189 2.617
```

The calculation puts the HOMO-LUMO gap at 8.539 eV. The calculation puts the molar mass at 89.07 g/mol. The calculation puts the strongest force on any atom at 1.4 eV/A. For the relative energy (zero: lowest compared OMol25 entry of this formula, charge and spin), the calculation gives 32.7 kJ/mol. For the LUMO energy, the calculation gives 4.2 eV. Its total charge is -1.

***

(5)
# C2H6N2O2

2 unconnected molecules or ions with the total composition C2H6N2O2 in a non-equilibrium geometry (the ωB97M-V functional and the def2-TZVPD basis, the OMol25 dataset).

```
12
C2H6N2O2 | the OMol25 dataset | the ωB97M-V functional and the def2-TZVPD basis
C 1.716 -0.740 0.057
C -1.062 1.408 -0.110
H 2.445 -0.408 -0.795
H 2.028 -0.484 1.230
H 2.064 -2.188 0.010
H -0.023 1.778 0.038
H -1.236 1.203 -1.284
H -1.665 2.008 0.918
N -0.624 -0.204 0.507
N -1.484 -1.184 -0.160
O 0.557 -0.163 -0.373
O -2.716 -1.026 -0.038
```

The calculation puts the HOMO-LUMO gap at 9.171 eV. The calculation puts the molar mass at 90.08 g/mol. The calculation puts the strongest force on any atom at 5.1 eV/A. For the relative energy (zero: lowest compared OMol25 entry of this formula, charge and spin), the calculation gives 969.6 kJ/mol. For the LUMO energy, the calculation gives -0.5 eV.

***

(6)
# C6H12N2O2

C6H12N2O2 in the gas phase in a non-equilibrium geometry (the ωB97M-V functional and the def2-TZVPD basis, the OMol25 dataset).

```
22
C6H12N2O2 | the OMol25 dataset | the ωB97M-V functional and the def2-TZVPD basis
C 1.715 1.470 0.511
N 0.936 0.252 0.410
C -0.496 0.379 0.405
C -1.114 1.692 0.837
C -1.240 -0.891 0.699
C -1.159 -0.379 -0.725
N -0.322 -1.051 -1.662
C 0.901 -1.563 -1.398
O 1.905 -1.265 -2.026
O 0.989 -2.740 -0.478
H 1.506 2.058 1.421
H 2.783 1.221 0.487
H 1.511 2.114 -0.358
H 1.328 -0.651 0.974
H -0.857 1.906 1.885
H -0.762 2.523 0.210
H -2.209 1.652 0.762
H -2.199 -0.821 1.215
H -0.626 -1.746 0.981
H -2.057 0.076 -1.152
H -0.634 -1.134 -2.620
H 0.099 -3.104 -0.378
```

The calculation puts the HOMO-LUMO gap at 8.888 eV. The calculation puts the molar mass at 144.17 g/mol. The calculation puts the strongest force on any atom at 3.9 eV/A. For the relative energy (zero: lowest compared OMol25 entry of this formula, charge and spin), the calculation gives 230.0 kJ/mol. For the LUMO energy, the calculation gives 0.7 eV. The SMILES is CN[C@]1(C)C[C@@H]1NC(=O)O.

***

(7)
# C3H2CuFMgO2

A molecular structure, C3H2CuFMgO2 in a non-equilibrium geometry (the ωB97M-V functional and the def2-TZVPD basis, the OMol25 dataset).

```
10
C3H2CuFMgO2 | the OMol25 dataset | the ωB97M-V functional and the def2-TZVPD basis
O -0.109 -0.454 -0.165
C -0.945 0.173 0.635
O -2.138 0.144 0.194
Cu -2.288 -1.075 -1.590
Mg -2.509 1.618 2.032
C 1.300 -0.401 0.124
C 2.103 0.510 -0.714
H 1.736 -1.406 -0.007
H 1.467 -0.105 1.174
F 1.383 0.997 -1.684
```

The calculation puts the HOMO-LUMO gap at 3.853 eV. The calculation puts the molar mass at 176.90 g/mol. The calculation puts the strongest force on any atom at 2.8 eV/A. For the relative energy (zero: lowest compared OMol25 entry of this formula, charge and spin), the calculation gives 218.8 kJ/mol. For the LUMO energy, the calculation gives -11.8 eV. Its total charge is +2.

***

(8)
# C43H39AsHgIN5O7PS

A molecular structure, C43H39AsHgIN5O7PS (the ωB97M-V functional and the def2-TZVPD basis, the OMol25 dataset).

```
99
C43H39AsHgIN5O7PS | the OMol25 dataset | the ωB97M-V functional and the def2-TZVPD basis
Hg 0.113 -2.105 -0.193
I 1.530 -5.043 0.192
C 1.507 -4.964 -1.906
C 1.788 -6.152 -2.527
C 1.947 -6.231 -3.923
C 1.872 -5.094 -4.667
C 1.584 -3.848 -4.056
C 1.562 -2.683 -4.860
C 1.288 -1.470 -4.304
C 0.967 -1.390 -2.936
C 0.951 -2.485 -2.105
C 1.328 -3.754 -2.652
H 1.917 -7.045 -1.930
H 2.158 -7.190 -4.381
H 2.031 -5.113 -5.740
H 1.777 -2.784 -5.918
H 1.287 -0.568 -4.907
H 0.703 -0.416 -2.533
O -3.352 -1.733 7.018
N -3.691 -2.016 5.871
O -4.864 -2.121 5.542
C -2.668 -2.243 4.875
C -1.353 -2.173 5.263
C -0.363 -2.330 4.293
C -0.647 -2.532 2.886
O 0.273 -2.556 2.035
C -2.071 -2.718 2.574
C -3.043 -2.529 3.561
N -2.541 -3.093 1.321
O -1.746 -3.445 0.361
O -3.786 -3.182 1.144
N 0.987 -2.221 4.774
O 1.157 -2.168 6.001
O 1.934 -2.187 4.002
H -1.078 -1.973 6.284
H -4.078 -2.617 3.281
C 3.186 -0.249 1.749
P 2.470 0.140 0.111
C 2.641 1.957 -0.005
C 3.080 2.763 1.043
C 3.127 4.145 0.905
C 2.730 4.745 -0.281
C 2.267 3.953 -1.325
C 2.214 2.575 -1.183
C 3.826 -0.447 -0.988
C 4.584 0.333 -1.855
C 5.497 -0.253 -2.726
C 5.668 -1.628 -2.743
C 4.922 -2.419 -1.877
C 4.011 -1.834 -1.014
H 2.490 0.055 2.532
H 4.171 0.193 1.910
H 3.250 -1.333 1.830
H 3.385 2.313 1.979
H 3.465 4.754 1.735
H 2.750 5.823 -0.382
H 1.918 4.411 -2.242
H 1.803 1.970 -1.985
H 4.467 1.410 -1.859
H 6.074 0.374 -3.396
H 6.370 -2.084 -3.431
H 5.028 -3.498 -1.887
H 3.410 -2.467 -0.371
C -4.965 2.218 2.729
C -3.615 1.565 2.794
C -2.946 1.377 3.994
C -1.704 0.767 3.912
N -1.169 0.369 2.770
C -1.902 0.564 1.656
S -1.252 0.090 0.120
N -3.100 1.169 1.634
H -5.315 2.517 3.717
H -5.682 1.522 2.290
H -4.913 3.094 2.081
H -3.370 1.680 4.942
H -1.114 0.586 4.807
C -2.043 2.449 -4.585
As -1.618 1.647 -2.821
C -2.762 0.076 -3.072
C -2.923 2.714 -1.773
C -2.411 3.584 -0.651
C -1.114 3.518 -0.155
C -0.724 4.301 0.925
C -1.618 5.176 1.522
C -2.913 5.266 1.025
C -3.298 4.479 -0.048
H -3.121 2.516 -4.748
H -1.605 1.831 -5.370
H -1.607 3.447 -4.647
H -3.767 0.385 -3.364
H -2.792 -0.478 -2.135
H -2.336 -0.557 -3.853
H -3.635 1.998 -1.357
H -3.460 3.340 -2.492
H -0.417 2.805 -0.574
H 0.286 4.205 1.305
H -1.315 5.773 2.373
H -3.628 5.939 1.486
H -4.316 4.536 -0.419
```

The expectation value of S² is 0.787. The spin multiplicity is 2. The calculation puts the HOMO-LUMO gap (alpha / beta) at 4.250 / 6.479 eV. The calculation puts the molar mass at 1203.27 g/mol. The calculation puts the strongest force on any atom at 0.5 eV/A. For the relative energy (zero: lowest compared OMol25 entry of this formula, charge and spin), the calculation gives 15.9 kJ/mol. For the LUMO energy (alpha / beta), the calculation gives 3.8 / 3.8 eV. Its total charge is -2.

***

Question: The highest relative energy (zero: lowest compared OMol25 entry of this formula, charge and spin) belongs to which entry?
Answer: C2H6N2O2